Record 1
3 unconnected molecules or ions with the total composition C2H9NO4 in a non-equilibrium geometry. Source: the Open Molecules 2025 dataset; level of theory: wB97M-V/def2-TZVPD.

CARTESIAN COORDINATES (ANGSTROEM)
C (-1.85, 1.41, 0.56)
N (-1.99, -0.01, 0.95)
C (-0.75, -0.61, 1.31)
O (-0.60, -1.29, 2.27)
O (0.31, -0.31, 0.46)
H (-2.84, 1.84, 0.48)
H (-1.34, 1.47, -0.40)
H (-1.20, 1.92, 1.27)
H (-2.37, -0.53, 0.16)
H (0.88, 0.33, 0.92)
O (0.11, 3.25, -6.97)
H (-0.35, 3.58, -6.19)
H (-0.41, 2.49, -7.26)
O (4.10, -2.74, 2.75)
H (3.20, -2.41, 2.82)
H (4.01, -3.67, 2.99)

HOMO level = -0.37210 Ha
Energy relative to the best compared isomer or geometry (same formula, charge and spin) = 133.2 kJ/mol
Multiplicity = 1
Structure (SMILES) = CNC(=O)O.O.O
Gap between HOMO and LUMO = 10.5 eV
LUMO energy = 0.4 eV
Net charge = 0

Record 2
C7H17NOSi in the gas phase in a non-equilibrium geometry. Source: the Open Molecules 2025 dataset; level of theory: wB97M-V/def2-TZVPD.

CARTESIAN COORDINATES (ANGSTROEM)
C (-2.65, -0.18, 0.14)
C (-0.05, 1.78, -1.15)
C (1.59, 1.48, 0.69)
C (0.03, -1.29, -1.95)
C (1.42, -1.86, 0.93)
C (-1.72, -1.24, 0.68)
C (0.23, 1.10, 0.19)
N (-2.91, 0.86, 1.02)
O (-2.97, -0.36, -1.03)
Si (0.09, -0.90, -0.09)
H (0.81, 1.58, -1.76)
H (-0.90, 1.30, -1.41)
H (-0.12, 2.79, -1.01)
H (2.45, 1.32, -0.06)
H (1.93, 0.98, 1.63)
H (1.53, 2.57, 0.96)
H (-0.95, -0.96, -2.34)
H (0.80, -0.69, -2.46)
H (0.04, -2.29, -2.07)
H (1.69, -2.73, 0.33)
H (2.28, -1.24, 1.09)
H (1.16, -2.08, 1.92)
H (-2.07, -2.19, 0.28)
H (-1.79, -1.12, 1.70)
H (-0.62, 1.38, 0.82)
H (-2.73, 0.58, 1.99)
H (-3.87, 1.27, 0.85)

HOMO level (alpha / beta) = -0.16513 / -0.33419 Ha
Energy relative to the best compared isomer or geometry (same formula, charge and spin) = 0.0 kJ/mol
Multiplicity = 3
Gap between HOMO and LUMO (alpha / beta) = 5.3 / 6.7 eV
LUMO energy (alpha / beta) = 0.9 / -2.4 eV
Net charge = 0

Record 3
2 unconnected molecules or ions with the total composition C24H29NOS2 in a non-equilibrium geometry. Source: the Open Molecules 2025 dataset; level of theory: wB97M-V/def2-TZVPD.

CARTESIAN COORDINATES (ANGSTROEM)
C (5.79, -2.00, -0.79)
C (5.22, -1.90, 0.62)
C (5.32, -3.21, 1.35)
O (3.82, -1.50, 0.45)
C (3.15, -1.06, 1.55)
S (1.55, -0.59, 1.41)
S (3.94, -1.03, 3.00)
H (6.83, -2.32, -0.73)
H (5.23, -2.72, -1.41)
H (5.77, -1.03, -1.30)
H (5.76, -1.10, 1.17)
H (6.36, -3.49, 1.51)
H (4.86, -3.16, 2.34)
H (4.83, -3.99, 0.75)
C (-0.41, 2.69, 2.51)
C (-0.59, 3.48, 1.22)
C (-1.16, 4.87, 1.55)
C (0.76, 3.67, 0.53)
C (-1.56, 2.71, 0.33)
N (-2.75, 3.25, -0.04)
C (-3.48, 2.38, -0.84)
C (-2.70, 1.22, -1.00)
C (-3.17, 0.24, -1.88)
C (-4.41, 0.40, -2.50)
C (-5.19, 1.55, -2.32)
C (-4.71, 2.58, -1.49)
C (-1.46, 1.39, -0.23)
C (-0.39, 0.48, -0.20)
C (-0.63, -0.94, -0.38)
C (-1.76, -1.60, 0.16)
C (-2.00, -2.95, -0.07)
C (-1.11, -3.72, -0.84)
C (-1.38, -5.18, -1.11)
C (0.04, -3.09, -1.33)
C (0.28, -1.75, -1.08)
H (0.02, 1.70, 2.32)
H (0.26, 3.23, 3.19)
H (-1.37, 2.57, 3.02)
H (-1.29, 5.49, 0.65)
H (-2.11, 4.81, 2.10)
H (-0.44, 5.40, 2.20)
H (0.63, 4.09, -0.47)
H (1.36, 4.37, 1.12)
H (1.32, 2.73, 0.46)
H (-3.10, 4.17, 0.21)
H (-2.56, -0.64, -2.10)
H (-4.79, -0.40, -3.14)
H (-6.13, 1.65, -2.85)
H (-5.29, 3.50, -1.37)
H (0.60, 0.88, -0.44)
H (-2.47, -1.04, 0.77)
H (-2.89, -3.44, 0.35)
H (-0.48, -5.67, -1.52)
H (-1.68, -5.72, -0.20)
H (-2.19, -5.29, -1.85)
H (0.77, -3.67, -1.90)
H (1.21, -1.31, -1.43)

HOMO level = -0.22553 Ha
Energy relative to the best compared isomer or geometry (same formula, charge and spin) = 175.7 kJ/mol
Multiplicity = 1
Gap between HOMO and LUMO = 4.1 eV
LUMO energy = -2.0 eV
Net charge = 0

Record 4
A molecular structure, C6H4N4 in a non-equilibrium geometry. Source: the Open Molecules 2025 dataset; level of theory: wB97M-V/def2-TZVPD.

CARTESIAN COORDINATES (ANGSTROEM)
C (1.23, 2.07, -0.01)
C (-2.11, 1.12, -0.10)
C (0.27, -1.16, 0.88)
C (-0.23, -1.33, -0.55)
C (0.35, 1.13, 0.69)
C (-0.87, 0.97, -0.79)
N (1.80, 2.81, -0.70)
N (-3.02, 1.05, 0.59)
N (0.69, -0.03, 1.22)
N (-0.63, -0.34, -1.27)
H (0.47, -2.13, 1.45)
H (-0.18, -2.28, -1.05)
H (-0.37, 1.69, 1.29)
H (-0.94, 1.76, -1.57)

HOMO level = -0.33846 Ha
Energy relative to the best compared isomer or geometry (same formula, charge and spin) = 275.1 kJ/mol
Multiplicity = 1
Gap between HOMO and LUMO = 8.1 eV
LUMO energy = -1.1 eV
Net charge = 0

Record 5
C5H7NS in the gas phase in a non-equilibrium geometry. Source: the Open Molecules 2025 dataset; level of theory: wB97M-V/def2-TZVPD.

CARTESIAN COORDINATES (ANGSTROEM)
C (0.16, 1.27, -0.42)
C (1.12, 0.15, -0.28)
N (0.94, -1.13, -0.85)
C (0.58, -1.05, 0.45)
C (-0.89, -0.65, 0.72)
S (-2.15, -0.49, -0.58)
C (-1.00, 0.70, 0.32)
H (0.34, 2.07, 0.37)
H (0.02, 1.62, -1.38)
H (2.29, 0.11, -0.48)
H (0.16, -1.38, -1.59)
H (1.18, -1.55, 1.10)
H (-1.18, -1.07, 1.66)
H (-1.58, 1.40, 0.95)

HOMO level = -0.31604 Ha
Energy relative to the best compared isomer or geometry (same formula, charge and spin) = 324.9 kJ/mol
Multiplicity = 1
Structure (SMILES) = C1[C@@H]2N[C@@H]2[C@@H]2S[C@H]12
Gap between HOMO and LUMO = 9.5 eV
LUMO energy = 0.9 eV
Net charge = 0

Record 6
A molecular structure, C4H16N2O2 in a non-equilibrium geometry. Source: the Open Molecules 2025 dataset; level of theory: wB97M-V/def2-TZVPD.

CARTESIAN COORDINATES (ANGSTROEM)
C (-0.24, 1.64, 1.42)
N (0.66, 0.96, 2.30)
C (-1.05, -0.28, -2.35)
C (-0.79, -0.99, -1.03)
N (0.43, -1.59, -0.67)
C (1.70, -0.92, -0.63)
H (-1.29, 1.45, 1.68)
H (-0.10, 1.26, 0.34)
H (-0.05, 2.71, 1.48)
H (0.31, 0.00, 2.39)
H (-1.15, -1.04, -3.14)
H (-0.18, 0.31, -2.64)
H (-1.14, -0.24, -0.29)
H (-1.51, -1.81, -0.91)
H (0.26, -1.86, 0.31)
H (1.72, -0.36, 0.34)
H (2.50, -1.66, -0.58)
H (1.85, -0.22, -1.43)
H (0.67, 1.38, 3.23)
H (-1.47, -1.43, 2.11)
O (-0.56, -1.38, 1.79)
H (-1.97, 0.29, -2.33)
H (1.01, 2.28, -0.71)
O (0.41, 1.51, -0.70)

HOMO level = -0.28418 Ha
Energy relative to the best compared isomer or geometry (same formula, charge and spin) = 824.2 kJ/mol
Multiplicity = 1
Gap between HOMO and LUMO = 4.3 eV
LUMO energy = -3.5 eV
Net charge = 0

Record 7
C24H27N3O5 in the gas phase in a non-equilibrium geometry. Source: the Open Molecules 2025 dataset; level of theory: wB97M-V/def2-TZVPD.

CARTESIAN COORDINATES (ANGSTROEM)
C (-3.76, -0.37, -2.26)
C (-3.76, -1.68, -1.47)
C (-4.88, -2.48, -1.57)
C (-6.22, -1.94, -1.07)
C (-6.24, -1.58, 0.50)
C (-5.05, -0.76, 0.74)
C (-5.30, 0.74, 0.33)
N (-3.82, -1.08, 0.10)
C (-2.63, -0.92, 0.75)
O (-1.53, -1.06, -0.11)
C (-2.52, -0.16, 1.91)
O (-1.10, 0.02, 2.36)
C (-0.48, 1.17, 1.69)
C (-1.04, 1.93, 0.60)
C (-0.08, 2.56, -0.03)
C (1.28, 2.90, 0.43)
C (2.17, 3.93, -0.38)
O (1.60, 4.94, -0.59)
N (3.34, 3.52, -0.66)
N (3.83, 2.44, -0.20)
C (5.16, 2.24, -0.62)
C (5.71, 0.89, -0.27)
C (7.12, 0.80, -0.99)
C (7.79, -0.57, -0.53)
C (6.97, -1.83, 0.01)
C (7.60, -2.97, 0.10)
O (8.82, -3.13, 0.00)
O (6.80, -4.01, 0.72)
C (5.65, -1.29, 0.28)
C (4.94, -0.26, 0.20)
C (1.75, 1.94, 1.24)
C (0.87, 1.03, 2.13)
H (-3.47, -0.79, -3.34)
H (-4.61, 0.23, -2.40)
H (-2.98, 0.32, -2.15)
H (-2.79, -1.92, -1.42)
H (-4.77, -2.71, -2.68)
H (-4.60, -3.52, -0.87)
H (-6.43, -1.18, -1.48)
H (-6.97, -2.65, -0.95)
H (-7.07, -1.32, 0.78)
H (-5.94, -2.56, 1.05)
H (-4.92, -0.57, 1.72)
H (-6.12, 1.03, 1.10)
H (-5.77, 0.69, -0.61)
H (-4.59, 1.58, 0.26)
H (-3.21, 0.80, 2.32)
H (-2.92, -0.96, 2.76)
H (-1.89, 1.72, 0.58)
H (-0.61, 3.55, -0.57)
H (3.90, 4.31, -1.03)
H (5.78, 2.92, -0.87)
H (7.73, 1.45, -1.32)
H (8.79, -0.56, -0.71)
H (7.28, -4.77, 0.87)
H (5.05, -2.16, 0.66)
H (4.01, -0.10, 0.38)
H (2.77, 1.96, 1.73)
H (1.35, 0.23, 2.81)

HOMO level = -0.30561 Ha
Energy relative to the best compared isomer or geometry (same formula, charge and spin) = 2219.3 kJ/mol
Multiplicity = 1
Structure (SMILES) = C[C@@H]1CCC[C@H](C)N1C(=O)COc1ccc(C(=O)N/N=C/c2ccc(C(=O)O)cc2)cc1
Gap between HOMO and LUMO = 6.9 eV
LUMO energy = -1.4 eV
Net charge = 0

Record 8
A molecular structure, C11H32N4O5Ru in a non-equilibrium geometry. Source: the Open Molecules 2025 dataset; level of theory: wB97M-V/def2-TZVPD.

CARTESIAN COORDINATES (ANGSTROEM)
O (-2.32, 1.81, -0.90)
H (-3.02, 2.11, -1.50)
Ru (0.01, -0.09, -0.06)
N (1.72, 0.16, -1.02)
N (0.41, 1.90, 0.05)
O (2.63, -0.77, -1.57)
O (-0.43, 2.87, 0.63)
C (2.17, 1.40, -1.30)
C (1.42, 2.42, -0.68)
C (3.33, 1.44, -2.21)
C (1.58, 3.87, -0.93)
H (3.14, 0.89, -3.14)
H (4.23, 1.01, -1.75)
H (3.54, 2.48, -2.47)
H (1.11, 4.47, -0.14)
H (1.13, 4.16, -1.89)
H (2.65, 4.12, -0.98)
H (2.32, -1.66, -1.29)
H (-1.29, 2.71, 0.12)
O (0.81, 1.56, 3.08)
H (1.06, 1.96, 3.93)
H (0.59, 2.31, 2.49)
C (-1.48, 0.65, -1.63)
H (-1.77, -0.33, -1.20)
H (-0.45, 1.03, -1.77)
H (-1.83, 0.54, -2.67)
O (-1.69, -1.69, -4.48)
H (-0.86, -1.91, -4.96)
H (-2.25, -2.47, -4.65)
C (-2.80, -1.04, 0.80)
N (-1.64, -0.38, 1.47)
C (-2.15, 0.81, 2.20)
C (-1.02, -1.29, 2.47)
C (-0.51, -2.51, 1.75)
N (0.52, -2.13, 0.74)
C (1.83, -1.98, 1.43)
C (0.58, -3.23, -0.26)
H (-3.40, -0.25, 0.33)
H (-2.45, -1.75, 0.05)
H (-3.40, -1.56, 1.56)
H (-2.90, 0.47, 2.93)
H (-1.32, 1.29, 2.72)
H (-2.62, 1.50, 1.48)
H (-0.23, -0.72, 2.99)
H (-1.80, -1.58, 3.20)
H (-0.05, -3.20, 2.48)
H (-1.32, -3.04, 1.24)
H (1.93, -2.78, 2.18)
H (2.65, -2.06, 0.70)
H (1.86, -0.99, 1.92)
H (0.82, -4.17, 0.26)
H (-0.40, -3.31, -0.74)
H (1.34, -3.04, -1.03)

HOMO level (alpha / beta) = -0.32598 / -0.39388 Ha
Energy relative to the best compared isomer or geometry (same formula, charge and spin) = 128.7 kJ/mol
Multiplicity = 6
Gap between HOMO and LUMO (alpha / beta) = 6.7 / 6.9 eV
LUMO energy (alpha / beta) = -2.2 / -3.8 eV
Net charge = +1

Record 9
A molecular structure, C24H60As2F18N4O8 in a non-equilibrium geometry. Source: the Open Molecules 2025 dataset; level of theory: wB97M-V/def2-TZVPD.

CARTESIAN COORDINATES (ANGSTROEM)
C (-7.57, 0.31, 2.39)
C (-7.02, -0.68, 1.36)
C (-6.47, -2.00, 1.95)
O (-7.58, -2.75, 2.45)
C (-7.19, -3.97, 3.08)
N (-8.18, -1.07, 0.40)
H (-8.93, -1.62, 0.79)
H (-8.57, -0.22, 0.03)
H (-7.92, -1.68, -0.36)
H (-7.12, 0.39, 3.38)
H (-8.61, 0.26, 2.73)
H (-7.46, 1.34, 2.05)
H (-6.22, -0.29, 0.74)
H (-5.85, -1.89, 2.84)
H (-5.92, -2.64, 1.26)
H (-6.39, -3.85, 3.81)
H (-6.81, -4.64, 2.31)
H (-8.09, -4.43, 3.48)
C (5.99, -1.28, -1.25)
C (6.23, 0.21, -1.14)
C (5.10, 0.91, -0.37)
O (5.45, 2.25, -0.20)
C (4.64, 2.91, 0.79)
N (7.56, 0.40, -0.40)
H (7.72, 1.30, 0.03)
H (7.65, -0.25, 0.37)
H (8.35, 0.18, -0.99)
H (6.64, -1.61, -2.07)
H (5.03, -1.56, -1.69)
H (6.17, -1.90, -0.37)
H (6.48, 0.67, -2.10)
H (4.90, 0.44, 0.60)
H (4.24, 0.67, -0.99)
H (3.71, 3.35, 0.42)
H (5.15, 3.83, 1.07)
H (4.34, 2.29, 1.63)
C (-0.81, -0.06, 5.51)
C (-0.48, 1.17, 6.38)
C (1.03, 1.48, 6.34)
O (1.36, 2.65, 7.00)
C (2.77, 2.78, 6.99)
N (-1.36, 2.41, 5.95)
H (-2.12, 2.45, 6.61)
H (-0.81, 3.25, 5.93)
H (-1.71, 2.26, 5.01)
H (-1.31, 0.22, 4.59)
H (-1.64, -0.64, 5.92)
H (0.07, -0.70, 5.45)
H (-0.73, 1.02, 7.43)
H (1.49, 1.41, 5.35)
H (1.48, 0.57, 6.73)
H (3.19, 3.65, 7.49)
H (3.21, 2.77, 5.99)
H (3.13, 1.94, 7.58)
C (-3.63, -2.76, -5.64)
C (-2.85, -2.49, -4.37)
C (-1.70, -3.40, -3.97)
O (-0.64, -3.40, -4.93)
C (0.65, -3.84, -4.55)
N (-2.33, -1.04, -4.53)
H (-1.72, -0.86, -5.32)
H (-3.10, -0.40, -4.59)
H (-1.74, -0.81, -3.75)
H (-3.21, -2.45, -6.60)
H (-4.62, -2.31, -5.51)
H (-3.89, -3.82, -5.71)
H (-3.52, -2.36, -3.52)
H (-2.13, -4.38, -3.73)
H (-1.34, -3.17, -2.96)
H (1.45, -3.51, -5.20)
H (0.78, -4.93, -4.57)
H (0.82, -3.43, -3.56)
As (-1.32, 1.63, 0.40)
F (-1.99, 0.00, 0.60)
F (0.01, 1.16, 1.59)
F (-0.60, 3.23, 0.06)
F (-2.71, 1.92, -0.68)
F (-2.25, 2.24, 1.81)
F (-0.43, 0.85, -1.01)
As (-7.77, 1.89, -4.69)
F (-7.71, 1.43, -6.44)
F (-7.78, 3.61, -5.18)
F (-7.88, 2.38, -2.97)
F (-7.82, 0.16, -4.28)
F (-6.00, 1.78, -4.51)
F (-9.53, 1.84, -4.84)
C (3.00, 2.32, -7.11)
O (3.00, 3.38, -6.12)
O (3.80, 2.72, -8.20)
C (3.30, 0.98, -6.36)
F (2.48, 0.57, -5.42)
F (3.50, -0.05, -7.25)
F (4.43, 1.08, -5.63)
C (1.74, 3.81, -5.53)
C (2.22, 4.58, -4.27)
H (1.36, 5.10, -3.85)
H (2.63, 3.96, -3.47)
H (3.02, 5.29, -4.48)
H (0.97, 3.07, -5.32)
H (1.25, 4.60, -6.11)
H (1.94, 2.28, -7.39)
C (6.74, -2.12, 4.16)
O (5.62, -2.39, 3.27)
O (7.89, -1.88, 3.40)
C (6.44, -0.91, 5.17)
F (6.19, 0.18, 4.39)
F (5.43, -1.04, 6.06)
F (7.50, -0.58, 5.95)
C (4.33, -2.60, 3.74)
C (3.30, -2.65, 2.61)
H (3.57, -3.44, 1.90)
H (2.35, -2.86, 3.10)
H (3.14, -1.69, 2.12)
H (4.08, -1.88, 4.52)
H (4.26, -3.57, 4.23)
H (6.82, -3.03, 4.76)

HOMO level = -0.17704 Ha
Multiplicity = 1
Gap between HOMO and LUMO = 3.0 eV
LUMO energy = -1.8 eV
Net charge = 0

Record 10
C8H14N2O4 in the gas phase in a non-equilibrium geometry. Source: the Open Molecules 2025 dataset; level of theory: wB97M-V/def2-TZVPD.

CARTESIAN COORDINATES (ANGSTROEM)
N (2.09, 1.10, 0.88)
C (1.53, 0.44, -0.31)
C (2.62, -0.16, -1.25)
O (3.44, -0.99, -0.48)
C (0.66, -0.73, 0.20)
O (1.22, -1.72, 0.84)
N (-0.75, -0.80, -0.04)
C (-1.64, -1.79, 0.55)
C (-2.96, -1.58, -0.27)
C (-2.87, -0.06, -0.55)
C (-1.46, 0.35, -0.73)
C (-1.12, 1.67, 0.10)
O (-0.96, 2.75, -0.48)
O (-0.52, 1.51, 1.37)
H (3.04, 1.37, 0.67)
H (2.16, 0.44, 1.65)
H (1.02, 1.09, -0.95)
H (3.05, 0.74, -1.61)
H (2.01, -0.74, -2.01)
H (2.71, -1.25, 0.20)
H (-1.05, -2.74, 0.81)
H (-1.89, -1.48, 1.70)
H (-2.99, -2.13, -1.18)
H (-3.87, -1.81, 0.31)
H (-3.53, 0.40, 0.19)
H (-3.43, 0.35, -1.52)
H (-1.01, 0.52, -1.68)
H (0.29, 1.85, 1.23)

HOMO level = -0.35320 Ha
Energy relative to the best compared isomer or geometry (same formula, charge and spin) = 295.9 kJ/mol
Multiplicity = 1
Structure (SMILES) = N[C@@H](CO)C(=O)N1CCC[C@H]1C(=O)O
Gap between HOMO and LUMO = 10.0 eV
LUMO energy = 0.4 eV
Net charge = 0

Record 11
2 unconnected molecules or ions with the total composition C5H14N3 in a non-equilibrium geometry. Source: the Open Molecules 2025 dataset; level of theory: wB97M-V/def2-TZVPD.

CARTESIAN COORDINATES (ANGSTROEM)
C (0.58, 2.42, 1.43)
N (1.43, 3.51, 0.95)
C (1.05, 1.20, 0.64)
N (0.17, 0.01, 0.97)
H (-0.48, 2.57, 1.32)
H (0.77, 2.26, 2.49)
H (1.21, 3.74, 0.01)
H (1.34, 4.35, 1.47)
H (2.09, 0.93, 0.86)
H (0.96, 1.37, -0.43)
H (0.07, -0.66, 0.14)
H (0.51, -0.49, 1.79)
H (-0.77, 0.36, 1.21)
C (-0.49, -2.67, -0.76)
C (-1.60, -2.96, -0.09)
C (-0.97, -1.01, -2.36)
N (-0.29, -1.39, -1.36)
H (0.38, -3.34, -0.79)
H (-2.32, -2.15, 0.00)
H (-1.79, -3.93, 0.34)
H (-0.82, -0.06, -2.88)
H (-1.71, -1.70, -2.75)

HOMO level = -0.48885 Ha
Energy relative to the best compared isomer or geometry (same formula, charge and spin) = 247.2 kJ/mol
Multiplicity = 1
Gap between HOMO and LUMO = 10.3 eV
LUMO energy = -3.0 eV
Net charge = +1